No. 1
{
  "formula": "C3H7NO3",
  "method": "the ωB97M-V functional and the def2-TZVPD basis",
  "gap_ev": 8.29,
  "lumo_ev": 0.35,
  "symbols": ["C", "C", "C", "N", "O", "O", "O", "H", "H", "H", "H", "H", "H", "H"],
  "xyz": [[-2.410, 0.928, -0.031], [0.857, -1.676, 1.352], [-0.106, -2.097, 0.197], [0.749, 1.594, -1.106], [-2.927, 0.635, -1.005], [-2.069, 1.380, 0.977], [-0.225, -1.158, -0.676], [1.902, -2.086, 1.096], [0.894, -0.676, 1.566], [0.678, -2.301, 2.190], [1.222, 1.216, -1.928], [1.307, 2.225, -0.512], [0.074, 2.249, -1.508], [0.056, -0.233, -0.611]],
  "atomic_forces_ev_per_a": [[-0.7, 1.4, 1.3], [0.8, -3.4, -2.2], [1.6, 0.2, 1.3], [-0.7, 0.8, -0.1], [-0.2, -1.0, -1.9], [0.9, -0.3, 0.5], [-1.5, -0.5, -1.3], [-1.3, 0.8, -0.3], [0.2, 2.7, 0.6], [-0.7, -0.3, 1.1], [0.5, 0.4, 0.6], [0.2, -0.9, -0.6], [-0.1, -0.4, 0.1], [1.1, 0.7, 0.8]],
  "nbo_charge": [1.019, -0.782, 0.289, -1.102, -0.496, -0.524, -0.697, 0.237, 0.198, 0.228, 0.381, 0.384, 0.368, 0.498]
}

---

No. 2
{
  "formula": "C6H11NO3",
  "method": "the ωB97M-V functional and the def2-TZVPD basis",
  "gap_ev": 10.43,
  "smiles": "CCC(=O)NCC(=O)OC",
  "lumo_ev": 0.59,
  "symbols": ["C", "C", "C", "O", "N", "C", "C", "O", "O", "C", "H", "H", "H", "H", "H", "H", "H", "H", "H", "H", "H"],
  "xyz": [[-3.596, -0.444, 0.478], [-2.441, -0.510, -0.447], [-1.479, 0.497, -0.298], [-1.918, 1.714, -0.208], [-0.121, 0.239, -0.133], [0.835, 1.372, -0.052], [2.176, 0.792, 0.108], [3.249, 1.412, 0.137], [2.362, -0.574, -0.097], [3.612, -1.064, -0.076], [-3.405, -0.555, 1.549], [-4.290, 0.395, 0.151], [-4.432, -1.250, 0.708], [-1.883, -1.349, -0.394], [-2.786, -0.714, -1.371], [0.027, -0.556, -0.369], [0.953, 2.066, 1.084], [0.916, 2.192, -0.818], [4.082, -0.729, 0.791], [3.741, -2.217, 0.083], [4.399, -0.717, -0.829]],
  "atomic_forces_ev_per_a": [[-4.3, -0.4, 1.9], [-1.1, -2.1, 1.6], [0.3, 9.0, 1.1], [2.1, -3.8, -0.4], [-5.1, 13.9, 3.1], [0.7, 0.5, 3.4], [6.1, -0.7, -2.3], [-2.8, 0.1, 0.7], [-4.4, 0.8, -0.4], [4.4, -2.4, -0.1], [1.0, 1.7, 0.1], [1.3, -0.5, 1.1], [1.7, 0.2, -2.3], [1.6, -3.8, 1.2], [-1.2, 0.6, -3.7], [4.1, -12.2, -3.4], [-1.5, -2.1, -3.2], [-0.8, -1.2, 0.4], [0.9, 0.8, 1.8], [-1.2, 1.9, -0.9], [-1.7, -0.4, 0.2]],
  "nbo_charge": [-0.629, -0.530, 0.671, -0.629, -0.567, -0.310, 0.753, -0.594, -0.528, -0.268, 0.226, 0.238, 0.231, 0.204, 0.251, 0.369, 0.260, 0.276, 0.189, 0.196, 0.194]
}

---

No. 3
{
  "formula": "C21H51NNaO5",
  "method": "the ωB97M-V functional and the def2-TZVPD basis",
  "spin_multiplicity": 2,
  "gap_ev": [10.24, 5.39],
  "total_charge": 2,
  "lumo_ev": [-4.89, -9.75],
  "symbols": ["Na", "C", "C", "C", "O", "H", "H", "H", "H", "H", "H", "H", "H", "C", "C", "C", "O", "H", "H", "H", "H", "H", "H", "H", "H", "C", "C", "C", "O", "H", "H", "H", "H", "H", "H", "H", "H", "C", "C", "C", "O", "H", "H", "H", "H", "H", "H", "H", "H", "C", "C", "C", "C", "C", "C", "N", "O", "C", "C", "C", "H", "H", "H", "H", "H", "H", "H", "H", "H", "H", "H", "H", "H", "H", "H", "H", "H", "H", "H"],
  "xyz": [[-0.111, 0.589, -20.705], [1.639, 1.338, -16.178], [1.340, 2.200, -17.373], [2.210, 3.361, -17.533], [1.420, 1.366, -18.528], [2.722, 1.341, -16.057], [1.228, 0.329, -16.182], [1.303, 1.873, -15.290], [0.325, 2.597, -17.374], [1.990, 4.049, -16.716], [2.176, 4.025, -18.397], [3.265, 3.128, -17.389], [2.297, 0.975, -18.529], [3.613, -0.714, -22.854], [3.370, -0.046, -21.424], [3.363, 1.445, -21.520], [2.146, -0.484, -20.841], [4.313, -0.108, -23.430], [2.720, -0.668, -23.477], [3.956, -1.739, -22.714], [4.139, -0.394, -20.734], [2.749, 2.031, -22.204], [4.383, 1.778, -21.711], [3.122, 1.914, -20.566], [2.272, -1.355, -20.459], [-1.669, 4.509, -21.540], [-1.313, 3.636, -20.391], [-1.839, 4.306, -19.131], [-1.966, 2.363, -20.440], [-1.125, 4.041, -22.360], [-1.162, 5.472, -21.486], [-2.733, 4.679, -21.705], [-0.244, 3.425, -20.422], [-2.845, 4.662, -19.350], [-1.153, 5.079, -18.786], [-2.034, 3.623, -18.304], [-2.877, 2.591, -20.639], [-0.867, -2.175, -17.214], [-1.583, -1.461, -18.320], [-2.241, -0.055, -17.849], [-0.511, -1.185, -19.197], [-0.364, -3.053, -17.618], [-1.529, -2.649, -16.489], [-0.130, -1.626, -16.629], [-2.292, -2.117, -18.826], [-2.599, 0.430, -18.757], [-1.488, 0.564, -17.360], [-3.097, -0.343, -17.239], [0.143, -1.812, -18.879], [-3.102, -0.787, -22.134], [-2.623, -0.726, -23.601], [-3.650, 0.183, -24.300], [-3.116, 0.775, -25.587], [-1.769, 1.605, -25.294], [-0.672, 0.731, -24.674], [-1.259, -0.107, -23.588], [-0.260, -0.933, -23.007], [-0.066, -0.120, -25.795], [0.436, 1.650, -24.088], [-2.617, -2.130, -24.288], [-3.204, 0.216, -21.719], [-2.385, -1.352, -21.539], [-4.139, -1.091, -21.990], [-4.628, -0.250, -24.513], [-3.846, 1.038, -23.654], [-3.888, 1.456, -25.946], [-2.939, 0.021, -26.354], [-1.978, 2.436, -24.620], [-1.505, 2.077, -26.240], [0.420, -0.997, -25.367], [-0.779, -0.539, -26.505], [0.764, 0.339, -26.333], [0.524, 2.555, -24.688], [0.183, 1.993, -23.085], [1.383, 1.119, -23.994], [-3.604, -2.519, -24.040], [-2.004, -2.942, -23.897], [-2.402, -1.953, -25.342], [-0.172, -1.547, -23.740]],
  "atomic_forces_ev_per_a": [[0.3, -0.1, 0.9], [0.4, 1.2, 1.1], [-1.2, -0.9, -1.0], [1.7, 2.1, 1.2], [-0.5, -0.3, -1.2], [0.2, -0.6, 0.0], [0.0, 0.2, -0.2], [-0.2, -0.2, 0.2], [-0.4, -0.4, 0.1], [0.0, 0.1, 0.3], [-0.6, -0.6, -0.5], [0.2, -0.3, -0.1], [0.1, -0.2, -0.1], [-0.2, 0.8, 1.3], [0.0, -0.8, -1.9], [0.8, 1.4, 1.0], [-1.0, 0.0, 0.0], [0.5, -0.3, 0.3], [-0.4, -0.3, 0.3], [0.0, 0.1, -0.4], [0.4, 0.4, -0.2], [-0.3, -0.9, -0.6], [0.1, 0.0, -0.2], [0.0, -0.2, 0.3], [0.0, -0.1, -0.1], [1.4, 0.0, -1.3], [-0.9, 0.6, 1.8], [0.3, -0.3, 0.6], [0.3, -0.8, -1.1], [-0.7, 0.0, -0.9], [-0.2, 0.2, 0.4], [0.1, -0.2, 0.0], [0.1, 0.1, 0.4], [0.1, 0.6, -0.1], [-0.4, 0.3, 0.0], [0.6, -0.3, 0.0], [-0.4, -0.4, 0.1], [-0.9, -1.5, 1.5], [-0.1, 2.1, 1.6], [0.5, -2.6, -1.3], [0.4, 0.6, -1.6], [0.2, -0.2, -0.3], [-0.3, 0.2, 0.1], [-0.2, 0.5, -0.3], [-0.3, 0.1, 0.2], [-0.1, 0.2, 0.1], [-0.2, -0.1, 0.2], [0.1, 0.5, 0.3], [0.6, 0.2, -0.6], [0.6, 0.3, 0.6], [-1.5, 0.0, 1.2], [0.9, 1.0, -0.7], [1.2, 1.1, 0.4], [-2.3, -0.7, -0.1], [-0.1, 1.9, -0.8], [0.8, -1.5, -1.3], [-1.9, 1.7, 0.0], [0.4, -1.8, 0.3], [-0.2, -0.5, 0.6], [0.2, 0.4, 0.4], [0.7, 0.3, -0.1], [-0.4, -0.2, 0.3], [0.2, -0.9, -0.6], [0.3, -0.7, 0.4], [-0.1, 0.0, 0.2], [0.3, 0.1, -0.3], [0.0, 0.0, -0.1], [-0.3, 0.0, 0.2], [0.7, -0.3, 0.1], [0.2, -0.2, 0.0], [-0.2, 0.4, 0.0], [-0.4, 0.6, 0.1], [0.1, -0.3, -0.2], [-0.2, 0.1, 0.1], [0.0, 0.1, -0.2], [-0.3, 0.2, -0.7], [0.6, 0.5, 0.2], [-0.4, -0.5, -0.1], [0.7, -1.0, -0.1]],
  "lowdin_spin": [0.002, 0.000, 0.000, 0.000, 0.000, 0.000, 0.000, 0.000, 0.000, 0.000, 0.000, 0.000, 0.000, 0.000, 0.000, 0.000, 0.000, 0.000, 0.000, 0.000, 0.000, 0.000, 0.000, 0.000, 0.000, 0.000, 0.000, 0.000, 0.003, 0.000, 0.000, 0.000, 0.000, 0.000, 0.000, 0.000, 0.000, 0.000, 0.000, 0.000, 0.000, 0.000, 0.000, 0.000, 0.000, 0.000, 0.000, 0.000, 0.000, 0.025, 0.055, 0.000, 0.000, 0.000, 0.054, 0.653, 0.053, 0.045, 0.023, 0.054, 0.000, 0.000, 0.002, 0.000, 0.001, 0.000, 0.000, 0.001, 0.000, 0.001, 0.001, 0.004, 0.002, 0.000, 0.000, 0.006, 0.002, 0.001, 0.014]
}

---

No. 4
{
  "formula": "C4H5NO",
  "method": "the ωB97M-V functional and the def2-TZVPD basis",
  "gap_ev": 10.54,
  "lumo_ev": 0.96,
  "symbols": ["C", "C", "C", "C", "N", "O", "H", "H", "H", "H", "H"],
  "xyz": [[-0.259, 0.188, -0.228], [0.844, -0.837, 0.260], [1.616, 0.386, 0.406], [-1.758, 0.259, -0.431], [0.499, 1.220, -0.073], [1.859, -0.575, -0.597], [0.949, -1.738, 0.809], [2.389, 0.401, 1.143], [-2.139, 0.122, 0.604], [-2.021, -0.668, -1.041], [-1.980, 1.242, -0.850]],
  "atomic_forces_ev_per_a": [[-0.2, 0.8, 1.7], [-1.9, 0.4, 0.2], [-0.2, -1.6, 0.0], [1.5, -2.1, -0.1], [-0.4, 0.5, -0.2], [2.5, 0.0, -2.1], [-0.7, -0.7, 0.5], [0.2, 1.3, 0.2], [-0.2, 0.2, -0.7], [-0.3, 1.5, 0.6], [-0.3, -0.4, 0.0]],
  "nbo_charge": [0.308, -0.037, 0.150, -0.671, -0.430, -0.461, 0.207, 0.215, 0.239, 0.230, 0.249]
}